[1]
A cluster of 2 separate species, C7H14 in total. Source: the OMol25 dataset; level of theory: ωB97M-V/def2-TZVPD.

Structure (XYZ):
```
21
Properties=species:S:1:pos:R:3:lowdin_charge:R:1
C -2.54831 -0.99967 0.21895 -0.10
C -1.22264 -0.38527 -0.21370 -0.31
C -0.86729 0.98684 0.35922 -0.20
C 0.47434 1.44624 -0.22629 -0.19
C 1.72472 -0.52222 -1.17156 0.05
C 1.62348 0.42371 -0.09181 -0.43
C 2.37077 0.37965 1.03898 0.03
H -2.51347 -2.01625 -0.18944 0.07
H -3.42599 -0.58180 -0.29703 0.08
H -2.55888 -1.06181 1.29749 0.07
H -1.08357 -0.33678 -1.30644 0.12
H -0.32764 -1.09479 -0.00789 -0.04
H -0.70030 1.02682 1.44147 0.11
H -1.65936 1.72106 0.12486 0.12
H 0.48944 1.60933 -1.30482 0.10
H 0.89023 2.34201 0.26699 0.11
H 1.42021 -0.28392 -2.17019 0.05
H 2.23228 -1.46237 -1.03258 0.02
H 2.24037 1.04243 1.88462 0.06
H 0.32290 -1.83034 0.18188 0.22
H 3.11869 -0.40288 1.19728 0.06
```

Energy ... -274.8712 hartree
ΔE to the lowest compared entry with this formula, charge and spin ... 153.8 kcal/mol
Kohn-Sham gap ... 5.473 eV
2S+1 ... 1
HOMO level ... -0.247 Ha

=====

[2]
A structure of composition C7H3BrF6NO2PPbS3. Source: the OMol25 dataset; level of theory: ωB97M-V/def2-TZVPD.

Structure (XYZ):
```
25
Properties=species:S:1:pos:R:3:mulliken_spin:R:1
Pb 1.05674 -2.83819 0.47755 0.00
S -2.76336 -3.16849 4.02640 0.00
C -1.52437 -2.75434 2.92849 0.00
S -2.74990 -3.32271 1.89183 0.00
S -0.01786 -2.14168 2.98785 0.00
Br 0.51623 2.38141 -3.60944 0.25
C 0.85587 2.39638 -1.82659 0.24
C 0.66452 3.62476 -1.09740 0.20
N 0.84789 3.70820 0.19355 -0.06
C 1.21203 2.58900 0.83510 0.25
C 1.46359 1.34470 0.19716 0.06
C 1.29035 1.24252 -1.15182 0.02
C 1.76480 0.13511 1.05925 0.01
O 1.63916 0.23280 2.26035 0.02
O 2.10492 -0.91924 0.38586 0.00
H 0.36657 4.51883 -1.63454 0.00
H 1.30304 2.64301 1.91382 0.00
H 1.43403 0.30539 -1.67003 0.00
F -0.78636 -0.69800 0.14116 0.00
P -1.41913 -1.39085 -1.20751 0.00
F -1.30087 -0.00537 -1.98171 0.00
F 0.17636 -1.74679 -1.62349 0.00
F -1.90630 -2.17462 -2.47589 0.00
F -1.35357 -2.84048 -0.33429 0.00
F -2.87440 -1.12136 -0.68566 0.00
```

Charge ... +1
Energy ... -5375.6796 hartree
ΔE to the lowest compared entry with this formula, charge and spin ... 0.7 kcal/mol
Expectation value of S² ... 0.769
Kohn-Sham gap (spin up / spin down) ... 8.147 / 4.424 eV
2S+1 ... 2
HOMO level (spin up / spin down) ... -0.457 / -0.457 Ha

=====

[3]
A structure of composition C3H13NO2. Source: the OMol25 dataset; level of theory: ωB97M-V/def2-TZVPD.

Structure (XYZ):
```
19
Properties=species:S:1:pos:R:3:lowdin_charge:R:1
C -0.63142 1.00236 -0.82389 -0.20
C -0.50593 -0.55339 0.30973 -0.14
C -1.17103 -0.01319 1.55461 -0.15
N -1.72469 1.00772 -1.76428 -0.02
H -0.96898 1.65601 -0.02755 0.08
H 0.25918 1.51962 -1.21835 0.12
H -1.10849 -1.33900 -0.12538 0.07
H 0.01002 -0.10241 -0.58906 0.00
H -1.73006 -0.83983 1.98245 0.08
H -0.48834 0.33736 2.31555 0.06
H -1.90394 0.75448 1.32333 0.07
H -1.59653 1.76245 -2.42454 0.07
H -1.79763 0.14779 -2.30175 0.08
H 2.41000 -0.37350 1.91087 0.04
H 1.30069 -1.15294 1.24066 -0.02
O 2.19749 -1.26873 1.62493 -0.09
H 1.80504 -0.52646 -0.79206 -0.03
H 3.05012 -1.36301 -0.86306 0.03
O 2.59451 -0.65532 -1.33221 -0.07
```

Energy ... -327.1599 hartree
ΔE to the lowest compared entry with this formula, charge and spin ... 114.2 kcal/mol
Kohn-Sham gap ... 9.643 eV
2S+1 ... 1
HOMO level ... -0.324 Ha

=====

[4]
An isolated molecule of C21H19ClN4O2S. Source: the OMol25 dataset; level of theory: ωB97M-V/def2-TZVPD.

Structure (XYZ):
```
48
Properties=species:S:1:pos:R:3:lowdin_charge:R:1
O -1.91733 -4.57013 1.59272 0.09
C -1.61403 -4.17680 2.69886 -0.42
N -1.00360 -2.98329 2.96246 0.13
C -0.62850 -1.97998 2.06641 -0.22
C -0.89806 -2.03179 0.70318 0.00
C -0.51826 -0.98792 -0.11543 0.00
C 0.14800 0.14014 0.36989 -0.26
N 0.57386 1.17945 -0.45483 -0.13
C 0.03150 2.50883 -0.23274 -0.16
C 1.01209 3.54670 -0.77607 -0.11
N 1.24765 3.28327 -2.17937 -0.05
C 0.90900 4.21029 -3.10619 -0.48
O 0.52670 5.32539 -2.79968 0.06
C 1.02874 3.81115 -4.53015 -0.45
C 0.39505 2.80565 -5.20348 -0.13
C 0.65521 2.82359 -6.58987 -0.18
C 1.47743 3.84334 -6.94815 -0.41
S 1.93407 4.81482 -5.60808 1.08
C 1.74704 1.95290 -2.41488 -0.12
C 0.75524 0.91889 -1.86563 -0.15
C 0.44226 0.15183 1.74005 -0.57
Cl 1.36716 1.44220 2.43598 0.73
C 0.05161 -0.87496 2.57467 -0.05
C -1.86929 -4.99097 3.92350 -0.12
C -2.23664 -4.44644 5.15133 -0.02
C -2.47738 -5.30017 6.21474 -0.05
C -2.34359 -6.66594 6.00878 -0.14
N -2.00769 -7.19396 4.84409 0.07
C -1.78498 -6.38145 3.83129 -0.08
H -0.74278 -2.80486 3.92243 0.13
H -1.41182 -2.88442 0.29298 0.10
H -0.76037 -1.04567 -1.16452 0.11
H -0.13426 2.67360 0.82970 0.08
H -0.93297 2.61891 -0.75614 0.14
H 0.60604 4.55484 -0.68433 0.13
H 1.95881 3.47932 -0.23025 0.13
H -0.25275 2.08834 -4.73110 0.11
H 0.24727 2.10911 -7.28202 0.10
H 1.84518 4.08739 -7.92473 0.06
H 1.92050 1.79328 -3.47839 0.12
H 2.69652 1.84127 -1.87715 0.14
H 1.16965 -0.08169 -1.99711 0.13
H -0.19217 0.99585 -2.42464 0.12
H 0.29778 -0.82134 3.62512 0.11
H -2.36695 -3.37915 5.27303 0.12
H -2.77069 -4.91473 7.17881 0.10
H -2.52211 -7.37236 6.80846 0.11
H -1.52090 -6.84257 2.88928 0.12
```

Energy ... -2039.5568 hartree
ΔE to the lowest compared entry with this formula, charge and spin ... 0.0 kcal/mol
Kohn-Sham gap ... 8.326 eV
SMILES ... O=C(Nc1ccc(N2CCN(C(=O)c3cccs3)CC2)c(Cl)c1)c1cccnc1
2S+1 ... 1
HOMO level ... -0.297 Ha

=====

[5]
A structure of composition C58H50MoN8OS. Source: the OMol25 dataset; level of theory: ωB97M-V/def2-TZVPD.

Structure (XYZ):
```
119
Properties=species:S:1:pos:R:3:lowdin_charge:R:1
Mo 0.40671 -0.07413 0.19296 1.32
C 0.26432 2.47925 3.01621 -0.14
N 0.20084 2.66204 1.59058 -0.09
C 1.12720 3.57603 0.97934 -0.12
C 1.99970 2.88182 -0.01816 -0.30
N 1.95308 1.62115 -0.37906 0.02
C 2.90933 1.48288 -1.37339 -0.20
C 3.25266 0.40561 -2.18160 0.01
C 4.27390 0.58561 -3.09231 -0.07
C 4.92847 1.80653 -3.24744 -0.09
C 4.56208 2.90861 -2.50262 -0.02
C 3.55454 2.72411 -1.56959 -0.20
N 2.95161 3.58903 -0.68901 0.17
C 0.62654 1.07367 3.38801 -0.28
N 0.67041 0.02538 2.60539 0.09
C 1.09562 -1.02316 3.40016 -0.21
C 1.34777 -2.36022 3.11729 -0.01
C 1.84457 -3.14945 4.13611 -0.07
C 2.06683 -2.65661 5.42232 -0.09
C 1.79436 -1.34136 5.73560 -0.02
C 1.31884 -0.54539 4.70889 -0.19
N 0.99776 0.78663 4.66822 0.18
H 1.02669 3.14717 3.44775 0.12
H -0.69383 2.72979 3.49535 0.12
H -0.74447 2.76559 1.24417 0.03
H 0.60624 4.38848 0.45094 0.14
H 1.78199 4.03732 1.73652 0.13
H 2.70488 -0.51852 -2.12872 0.09
H 4.56245 -0.23960 -3.72139 0.10
H 5.71249 1.90271 -3.98226 0.10
H 5.02081 3.87450 -2.65040 0.11
H 3.10161 4.58182 -0.60842 0.17
H 1.16050 -2.77078 2.13987 0.09
H 2.06230 -4.18488 3.93538 0.10
H 2.46004 -3.30958 6.18615 0.10
H 1.94680 -0.94451 6.72799 0.11
H 1.07152 1.42984 5.43721 0.17
C -0.89889 -2.43998 -3.35157 -0.07
C 0.18600 -3.29032 -3.54981 -0.10
C 1.22820 -3.27939 -2.65434 -0.05
C 1.22890 -2.36916 -1.58464 -0.23
C 0.19990 -1.42061 -1.44380 -0.19
C -0.88675 -1.53721 -2.30748 -0.09
C 2.24398 -2.31401 -0.56612 -0.23
C 3.14353 -3.36125 -0.34039 0.01
C 4.01516 -3.32340 0.71402 0.02
C 4.07573 -2.13973 1.48523 -0.17
C 4.98628 -2.00452 2.54296 -0.03
C 5.09019 -0.83056 3.24936 -0.08
C 4.29243 0.24825 2.88896 -0.06
C 3.36903 0.13462 1.86932 -0.04
C 3.19552 -1.06534 1.16652 -0.21
N 2.19786 -1.20195 0.23085 0.01
H -1.73724 -2.47515 -4.03348 0.10
H 0.20020 -3.97028 -4.39052 0.10
H 2.05303 -3.96400 -2.78892 0.10
H -1.73462 -0.87845 -2.17912 0.08
H 3.11185 -4.21751 -0.99307 0.11
H 4.66284 -4.15452 0.94680 0.12
H 5.62320 -2.84516 2.77727 0.11
H 5.79251 -0.74526 4.06694 0.10
H 4.39314 1.18788 3.41396 0.10
H 2.75326 0.98647 1.62167 0.08
C -5.90455 -1.68061 1.30364 -0.07
C -5.26326 -0.89020 2.44218 -0.22
N -4.31028 0.08537 1.95070 -0.14
C -4.71404 1.46991 1.87709 -0.27
C -4.13844 2.29935 3.02659 -0.09
C -3.09476 -0.31909 1.52409 -0.66
S -2.07946 0.87658 0.82159 0.80
N -2.83032 -1.59943 1.68597 0.11
C -1.67349 -2.19995 1.41103 -0.39
O -0.63365 -1.68366 0.92952 -0.21
C -1.65163 -3.63897 1.75206 -0.12
C -0.62415 -4.45310 1.27550 -0.02
C -0.56711 -5.78498 1.63865 -0.08
C -1.54359 -6.32960 2.45951 -0.09
C -2.58724 -5.53289 2.90759 -0.08
C -2.63721 -4.19681 2.56374 -0.02
H -6.66349 -2.35111 1.69864 0.07
H -5.14128 -2.26293 0.79493 0.06
H -6.37145 -1.00934 0.58594 0.07
H -4.74741 -1.57910 3.11483 0.10
H -6.02840 -0.35437 3.00758 0.12
H -5.80408 1.51098 1.90671 0.12
H -4.36791 1.88686 0.92754 0.08
H -4.44667 1.89663 3.98909 0.07
H -4.48652 3.32613 2.94684 0.07
H -3.05294 2.28516 2.97335 0.02
H 0.11560 -4.03316 0.60681 0.11
H 0.24274 -6.40464 1.28188 0.10
H -1.49815 -7.37224 2.74085 0.10
H -3.35872 -5.95708 3.53441 0.10
H -3.43496 -3.56475 2.91743 0.10
C -0.17470 1.03755 -1.36191 -0.24
C -0.57324 1.74552 -2.29134 -0.07
C -1.04503 2.45121 -3.36812 -0.17
C -0.63016 3.80341 -3.62810 -0.19
C 0.61990 4.27791 -3.20723 -0.02
C 1.01714 5.56562 -3.49432 -0.10
C 0.17283 6.42698 -4.18012 -0.11
C -1.08639 5.98538 -4.56128 -0.09
C -1.48526 4.69520 -4.29378 -0.04
C -1.94438 1.77513 -4.29019 -0.19
C -1.77805 1.92060 -5.67184 -0.04
C -2.57545 1.21937 -6.55193 -0.09
C -3.56168 0.36844 -6.07778 -0.10
C -3.74465 0.22651 -4.71122 -0.09
C -2.94285 0.91624 -3.82561 -0.04
H 1.27837 3.59048 -2.69697 0.09
H 2.00028 5.90701 -3.19732 0.09
H 0.48918 7.43255 -4.41436 0.09
H -1.76078 6.65802 -5.07141 0.10
H -2.47180 4.35773 -4.57906 0.12
H -0.99849 2.57015 -6.04691 0.12
H -2.42284 1.33041 -7.61652 0.10
H -4.18404 -0.17801 -6.77145 0.09
H -4.52127 -0.42566 -4.33715 0.10
H -3.09224 0.82642 -2.75895 0.11
```

Energy ... -3219.8837 hartree
ΔE to the lowest compared entry with this formula, charge and spin ... 0.0 kcal/mol
Kohn-Sham gap (spin up / spin down) ... 4.673 / 4.477 eV
2S+1 ... 1
HOMO level (spin up / spin down) ... -0.193 / -0.187 Ha

=====

Question: Number 1 is which compound?
Answer: C7H14